Record 1
Here is a molecular structure, C4H6N2O from the OMol25 dataset. Energies are from the ωB97M-V functional and the def2-TZVPD basis.

The value obtained for the HOMO-LUMO gap (alpha / beta) is 7.00 / 7.99 eV. The calculation puts the molar mass at 98.10 g mol⁻¹. The calculation puts the lowest unoccupied orbital energy (alpha / beta) at -0.852 / 0.017 eV. The energy relative to the best compared isomer or geometry (same formula, charge and spin) is 6.892 eV. For the HOMO energy (alpha / beta), the calculation gives -7.855 / -7.970 eV.

Last column: Mulliken charge in e.
Cartesian coordinates (Å):
C1 -1.1053 -0.2245 -1.0307  -0.7573
C2 -0.5290 -0.5496 1.2906  -0.6593
O1 0.6644 -1.0174 0.9824  -0.2668
C3 1.3118 -0.1318 0.1498  0.2881
N1 0.8193 -0.3838 -1.0410  -0.4688
C4 1.6624 1.1543 0.6918  0.3545
N2 2.0708 2.1765 1.0670  -0.4132
H1 -0.9543 0.0043 -2.0875  0.3482
H2 -1.6090 -1.1862 -0.9554  0.2814
H3 -1.6900 0.5927 -0.6020  0.2974
H4 -1.1329 -1.2260 1.8917  0.3392
H5 -0.6465 0.5288 1.4034  0.3555
H6 1.1382 0.2628 -1.7603  0.3011

Record 2
Here is a single C3H4O3 molecule from the OMol25 dataset. Energies are from the ωB97M-V functional and the def2-TZVPD basis.

The value obtained for the HOMO-LUMO gap is 10.11 eV. The calculation puts the molar mass at 88.06 g mol⁻¹. As for the SMILES: O=CC(O)C=O. The calculation puts the lowest unoccupied orbital energy at 0.027 eV. The energy relative to the best compared isomer or geometry (same formula, charge and spin) is 1.712 eV. For the HOMO energy, the calculation gives -10.084 eV.

Last column: Mulliken charge in e.
Cartesian coordinates (Å):
O1 0.0683 -0.8750 -1.4361  -0.5361
C1 0.3124 -0.4948 -0.1162  0.1308
C2 -0.9730 -0.3850 0.7021  -0.0084
O2 -1.0288 -0.5358 1.8944  -0.4425
C3 0.8858 0.9082 0.0738  -0.0317
O3 0.7026 1.7917 -0.7261  -0.4647
H1 -0.4696 -0.2035 -1.8745  0.3408
H2 0.9729 -1.2420 0.3318  0.3437
H3 -1.8440 -0.0488 0.0963  0.2986
H4 1.3733 1.0850 1.0544  0.3696

Record 3
Here is a molecular structure, C13H25IrN5OSSe from the OMol25 dataset. Energies are from the ωB97M-V functional and the def2-TZVPD basis.

The value obtained for the HOMO-LUMO gap (alpha / beta) is 6.01 / 6.02 eV. The calculation puts the molar mass at 570.62 g mol⁻¹. As for the total charge: +3. The calculation puts the lowest unoccupied orbital energy (alpha / beta) at -12.429 / -12.427 eV. The energy relative to the best compared isomer or geometry (same formula, charge and spin) is 2.570 eV. For the HOMO energy (alpha / beta), the calculation gives -18.442 / -18.444 eV.

Last column: Mulliken charge in e.
Cartesian coordinates (Å):
Ir1 0.8947 0.7810 1.1822  1.4837
N1 -0.4737 1.6190 2.7321  -0.5348
C1 -0.3101 0.9503 4.0475  -0.5170
C2 0.2397 -0.4416 3.8453  -0.5095
N2 1.4438 -0.3847 2.9843  -0.5214
H1 -0.2714 2.6108 2.8162  0.3161
H2 -1.4314 1.5359 2.3980  0.3121
H3 -1.2573 0.8810 4.5821  0.3838
H4 0.3717 1.5411 4.6596  0.3508
H5 -0.4968 -1.0748 3.3499  0.2516
H6 0.4663 -0.8853 4.8176  0.4475
H7 1.7750 -1.3274 2.7851  0.3222
H8 2.2004 0.1067 3.4603  0.3616
Se1 2.9635 4.4716 2.0344  0.5030
N3 4.0782 4.4420 0.7301  -0.5864
C3 3.9312 3.3485 -0.0010  0.5011
C4 4.6347 2.9210 -1.1546  -0.3747
C5 4.2765 1.7135 -1.7019  -0.6419
C6 3.2465 0.9296 -1.1416  -0.1547
N4 2.5619 1.3195 -0.0761  -0.3156
C7 2.8925 2.4954 0.4925  0.8368
N5 2.2394 2.8998 1.5724  -0.5455
H9 5.4184 3.5367 -1.5787  0.5162
H10 4.7807 1.3356 -2.5802  0.4232
H11 2.9969 -0.0306 -1.5726  0.5329
C8 -5.2309 -1.3282 -1.2907  -1.5245
C9 -3.7093 -1.3147 -1.4448  -0.2073
C10 -3.0824 -1.4898 -0.0670  -0.6729
S1 -1.2813 -1.8686 0.0324  0.2855
O1 -0.5736 -0.5458 0.3330  -0.6339
C11 -0.7022 -2.3972 -1.6149  -0.9250
C12 -0.5963 -1.3229 -2.6926  0.0168
C13 0.1585 -1.9141 -3.8848  -1.4473
H12 -5.6793 -1.1464 -2.2671  0.3871
H13 -5.5839 -0.5590 -0.6045  0.3879
H14 -5.6040 -2.2972 -0.9583  0.4097
H15 -3.3967 -0.3697 -1.8886  0.2755
H16 -3.4283 -2.1298 -2.1121  0.3091
H17 -3.5339 -2.3421 0.4464  0.5290
H18 -3.2119 -0.6022 0.5538  0.3880
H19 -1.3711 -3.2137 -1.8985  0.5838
H20 0.2777 -2.8303 -1.4005  0.4959
H21 -0.0664 -0.4521 -2.3000  0.1939
H22 -1.5799 -1.0016 -3.0246  0.1723
H23 1.1977 -2.1381 -3.6438  0.3429
H24 0.1378 -1.2022 -4.7091  0.3969
H25 -0.3115 -2.8288 -4.2465  0.3954

Record 4
Here is a gas-phase ion, C3H5N2O2 (charge +1) from the OMol25 dataset. Energies are from the ωB97M-V functional and the def2-TZVPD basis.

The value obtained for the HOMO-LUMO gap is 9.08 eV. The calculation puts the molar mass at 101.08 g mol⁻¹. As for the total charge: +1. The calculation puts the lowest unoccupied orbital energy at -4.912 eV. The energy relative to the best compared isomer or geometry (same formula, charge and spin) is 3.968 eV. For the HOMO energy, the calculation gives -13.990 eV.

Last column: Mulliken charge in e.
Cartesian coordinates (Å):
C1 -0.3799 0.7026 -1.9231  0.8061
C2 0.4103 -0.2320 0.8535  -0.4676
C3 0.7561 -0.9244 -0.5865  -0.4764
N1 -1.5539 1.1964 1.2828  -0.4639
N2 -0.7290 0.6384 0.6099  0.0829
O1 -0.9995 1.4466 -2.5304  -0.1278
O2 0.4832 -0.1376 -1.7359  -0.1607
H1 0.2220 -0.9857 1.6696  0.4061
H2 1.1133 0.4198 1.2108  0.4027
H3 1.7826 -1.3936 -0.5856  0.3785
H4 0.2842 -1.8440 -0.6068  0.3511
H5 -1.3895 1.1135 2.3417  0.2691

Record 5
Here is a molecular structure, C26H39F2MgN5O2 from the OMol25 dataset. Energies are from the ωB97M-V functional and the def2-TZVPD basis.

The value obtained for the HOMO-LUMO gap is 8.02 eV. The calculation puts the molar mass at 515.93 g mol⁻¹. The calculation puts the lowest unoccupied orbital energy at 0.558 eV. The energy relative to the best compared isomer or geometry (same formula, charge and spin) is 0.353 eV. For the HOMO energy, the calculation gives -7.465 eV.

Last column: Mulliken charge in e.
Cartesian coordinates (Å):
Mg1 0.0837 -0.7030 -1.5264  2.5264
C1 -0.1400 -3.6961 -0.8919  -0.4882
C2 1.3495 -3.3527 -0.7520  -0.7668
N1 1.5407 -1.8870 -0.7104  0.0407
C3 2.9058 -1.3754 -0.9341  -0.8685
C4 2.8545 0.0311 -1.5811  -0.7815
N2 1.6350 0.7379 -1.1418  0.3751
C5 1.4626 2.1385 -1.5941  -0.9287
C6 0.2029 2.3145 -2.4537  -0.4341
C7 -1.1163 2.1890 -1.6780  -0.8711
N3 -1.2185 0.8710 -1.0240  0.2326
C8 -2.5619 0.4020 -0.6324  -0.8823
C9 -2.5533 -1.1397 -0.5075  -0.7024
N4 -1.2201 -1.5850 -0.0512  0.1133
C10 -1.0515 -3.0514 0.1626  -0.8763
H1 -0.2438 -4.7819 -0.8299  0.4670
H2 -0.4837 -3.3927 -1.8857  0.0712
H3 1.8766 -3.7572 -1.6150  0.4338
H4 1.7586 -3.8145 0.1528  0.3660
H5 1.2953 -1.6356 0.2621  -0.3670
H6 3.4410 -2.0436 -1.6056  0.4148
H7 3.4624 -1.3349 0.0061  0.3893
H8 2.8086 -0.0738 -2.6678  0.4194
H9 3.7642 0.5813 -1.3292  0.4676
H10 1.6040 0.7421 -0.1197  -0.5978
H11 2.3345 2.4537 -2.1695  0.4504
H12 1.3977 2.7914 -0.7204  0.2780
H13 0.2176 1.5501 -3.2366  0.1180
H14 0.2292 3.2956 -2.9329  0.4571
H15 -1.9423 2.2981 -2.3797  0.4648
H16 -1.1944 2.9990 -0.9441  0.3181
H17 -0.6807 0.9310 -0.1468  -0.0725
H18 -3.2858 0.6928 -1.3903  0.4322
H19 -2.8723 0.8519 0.3154  0.3895
H20 -2.7418 -1.5903 -1.4850  0.4321
H21 -3.3505 -1.4540 0.1703  0.4611
H22 -1.0049 -1.1161 0.8310  -0.2054
H23 -2.0267 -3.5409 0.1358  0.5338
H24 -0.6276 -3.2060 1.1555  0.2771
F1 -1.3569 -1.9719 -3.6827  -0.3166
C11 -0.1134 -1.2492 -3.5792  -0.4954
F2 0.8790 -2.2701 -3.7869  -0.3157
H25 -0.0806 -0.6897 -4.5209  0.3305
C12 -3.0436 2.9531 7.2862  -1.6126
C13 -2.3771 3.4505 6.0248  1.0280
C14 -2.7684 4.6728 5.4909  -0.8526
C15 -2.1939 5.1517 4.3245  -0.7717
C16 -1.2002 4.4197 3.7033  -0.9164
C17 -0.7836 3.1933 4.2231  -0.1269
N5 0.2099 2.5074 3.4749  0.0388
C18 1.2444 1.7384 3.9958  -0.2721
C19 1.9428 2.1910 5.1215  -0.6716
C20 3.0107 1.4765 5.6280  -0.5164
C21 3.4164 0.2881 5.0295  -0.7966
C22 2.7332 -0.1695 3.9168  -0.5297
C23 1.6550 0.5346 3.3843  0.5341
C24 0.9297 -0.0662 2.2103  0.7774
O1 0.9526 -1.3098 2.0743  -0.8006
O2 0.3430 0.7241 1.3893  -0.7714
C25 -1.3933 2.6800 5.3838  1.1507
C26 -1.0607 1.3070 5.9158  -1.2842
H26 -3.6967 3.7211 7.6989  0.3821
H27 -2.3061 2.6837 8.0449  0.3284
H28 -3.6533 2.0674 7.0909  0.3589
H29 -3.5390 5.2496 5.9910  0.3340
H30 -2.5112 6.1013 3.9091  0.3723
H31 -0.7191 4.7871 2.8044  0.5342
H32 -0.0533 2.2210 2.5423  0.0980
H33 1.6394 3.1278 5.5771  0.5060
H34 3.5457 1.8562 6.4912  0.4000
H35 4.2542 -0.2700 5.4284  0.4045
H36 3.0154 -1.0991 3.4390  0.4487
H37 -0.2132 1.3310 6.6058  0.2977
H38 -0.7963 0.6273 5.1076  0.1526
H39 -1.9123 0.8807 6.4446  0.4866

Record 6
Here is 3 unconnected molecules or ions with the total composition C17H29F2NO9S from the OMol25 dataset. Energies are from the ωB97M-V functional and the def2-TZVPD basis.

The value obtained for the HOMO-LUMO gap is 9.19 eV. The calculation puts the molar mass at 461.48 g mol⁻¹. As for the SMILES: CNC[C@H]1[C@H](CCC(C)C)CCOS1(=O)=O.O=C1OC[C@@H](F)O1.O=C1OC[C@@H](F)O1. The calculation puts the lowest unoccupied orbital energy at 0.348 eV. For the HOMO energy, the calculation gives -8.841 eV.

Last column: Mulliken charge in e.
Cartesian coordinates (Å):
C1 -1.2024 -4.5637 -1.1287  -0.8503
N1 0.0890 -4.4682 -1.8041  -0.3747
C2 1.1906 -4.2280 -0.8644  -1.2399
C3 2.2143 -3.2125 -1.3874  0.5338
C4 2.7677 -2.3752 -0.2268  0.3726
C5 1.7286 -1.4469 0.4532  -1.6931
C6 0.4825 -1.0237 -0.3291  -0.1706
C7 0.5828 0.2304 -1.2169  0.7297
C8 1.1645 1.4298 -0.4671  -1.4145
C9 1.2676 0.0064 -2.5625  -1.4692
C10 4.0489 -1.6427 -0.6426  -0.7079
C11 5.2044 -2.6462 -0.8148  -0.7113
O1 4.7330 -3.9991 -1.0304  -0.3962
S1 3.6100 -4.0927 -2.1489  1.4419
O2 4.0501 -3.3416 -3.2899  -0.7000
O3 3.3137 -5.4751 -2.3158  -0.7074
H1 -1.4023 -3.7138 -0.4614  0.2534
H2 -1.9979 -4.5971 -1.8705  0.3314
H3 -1.2295 -5.4750 -0.5335  0.3009
H4 0.0370 -3.6706 -2.4262  0.2857
H5 1.6864 -5.1675 -0.6283  0.6489
H6 0.7801 -3.8443 0.0784  0.3647
H7 1.8099 -2.5986 -2.1892  0.1755
H8 3.0916 -3.1066 0.5191  0.3327
H9 1.3794 -1.9604 1.3494  0.5518
H10 2.2607 -0.5731 0.8274  0.4240
H11 -0.2721 -0.7832 0.4236  0.1484
H12 0.0627 -1.8402 -0.9205  -0.0607
H13 -0.4548 0.4950 -1.4482  0.3491
H14 0.7450 1.4520 0.5430  0.1720
H15 0.8690 2.3624 -0.9452  0.4495
H16 2.2480 1.3753 -0.3662  0.3274
H17 2.2828 -0.3746 -2.4727  0.1450
H18 1.3431 0.9631 -3.0862  0.4982
H19 0.6708 -0.6424 -3.2054  0.3259
H20 3.9364 -1.1139 -1.5866  0.0207
H21 4.3244 -0.9508 0.1509  0.5622
H22 5.8456 -2.6633 0.0601  0.3765
H23 5.7979 -2.3755 -1.6862  0.3604
C12 -1.7339 2.8409 3.3724  -0.3500
C13 -2.8241 1.7945 3.2579  0.2292
O4 -2.1284 0.6903 2.7038  -0.2949
C14 -0.8229 0.7909 3.0791  0.6434
O5 -0.0276 -0.0820 2.9752  -0.4916
O6 -0.5710 2.0154 3.5793  -0.3319
F1 -3.8265 2.1480 2.4195  -0.2679
H24 -1.6169 3.4188 2.4615  0.3562
H25 -1.8724 3.5181 4.2105  0.2929
H26 -3.2635 1.4906 4.2100  0.2894
C15 -5.3142 6.3792 -0.1743  -0.4184
C16 -5.7350 6.4828 1.2764  0.3182
O7 -4.9191 5.5019 1.8958  -0.2932
C17 -3.7958 5.3612 1.1456  0.5731
O8 -2.8152 4.7992 1.5033  -0.4702
O9 -3.9517 5.9538 -0.0562  -0.3197
F2 -7.0358 6.1660 1.4625  -0.2752
H27 -5.8914 5.6135 -0.6938  0.2836
H28 -5.3754 7.3178 -0.7166  0.2618
H29 -5.5388 7.4514 1.7389  0.2784